Entry 1:
Density functional theory data (wB97M-V/def2-TZVPD) for the molecule C5H10O2S.

Total charge = 0
Orbital gap = 9.2 eV
SMILES = C[C@]1(O)[C@H](S)[C@@]1(C)O
Electronic energy = -745.08410 a.u.
HOMO energy = -8.59 eV
2S+1 = 1
ΔE to the lowest compared entry with this formula, charge and spin = 67.4 kcal/mol

Geometry as XYZ:
```
18
Properties=species:S:1:pos:R:3:forces:R:3:lowdin_charge:R:1
C 0.8217 1.5694 -0.9074 1.5 -1.3 -0.4 -0.0122
C 0.7444 0.3724 0.1102 0.3 1.4 -1.3 -0.5171
C 0.5763 -1.0073 -0.3465 -0.5 -3.3 1.7 -0.4914
C -0.4181 -0.4466 0.7193 -2.2 0.6 -3.2 -0.4725
C -1.9420 -0.3474 0.3309 2.3 -0.8 -0.2 0.0029
H 0.4394 2.5236 -0.4432 0.3 -1.0 -0.9 0.0843
H 2.0381 1.6762 -1.1817 -3.4 -0.2 0.7 0.1512
H 0.2793 1.1721 -1.8310 0.6 1.4 1.1 0.0557
H 1.7993 1.4156 1.1950 0.6 0.3 0.5 0.1012
H 1.1526 -1.7709 0.2670 0.0 0.9 -1.4 0.1434
H -0.8522 -2.3668 -1.8178 -0.6 -0.6 0.6 -0.1588
H -2.0920 -0.0843 -0.6861 0.1 0.3 -1.0 0.0446
H -2.2281 0.4636 0.9068 -1.4 1.3 1.3 0.0508
H -2.5345 -1.2638 0.4898 0.6 0.3 0.5 0.0954
H 0.6121 -0.2202 2.1908 -2.3 -1.7 0.6 0.1535
O 1.8542 0.4797 0.9875 -0.7 0.1 0.6 -0.0105
O -0.3143 -0.7078 2.0501 3.6 1.1 0.7 0.0051
S 0.0637 -1.4575 -2.0336 1.2 1.1 0.3 0.7741
```
Forces are in eV/Å.

---

Entry 2:
Density functional theory data (wB97M-V/def2-TZVPD) for the molecule C7H12.

Total charge = 0
Orbital gap (spin up / spin down) = 7.4 / 8.0 eV
Electronic energy = -273.72860 a.u.
HOMO energy (spin up / spin down) = -7.04 / -7.37 eV
2S+1 = 1
ΔE to the lowest compared entry with this formula, charge and spin = 112.9 kcal/mol

Geometry as XYZ:
```
19
Properties=species:S:1:pos:R:3:forces:R:3:lowdin_charge:R:1
C -1.8460 -0.0597 0.7442 0.0 0.1 0.0 -0.1025
C -1.4350 -0.3081 -0.6693 -1.3 0.4 0.1 -0.1141
C -0.1283 -0.0973 -1.1742 0.9 0.4 0.1 -0.3250
C 0.8113 1.3040 -0.6961 -0.8 -0.7 -1.0 -0.1882
C 1.3735 1.1790 0.6035 0.4 0.5 0.6 -0.0629
C 0.9823 -1.2740 0.7448 -0.4 -0.6 -0.4 -0.0227
C 0.5426 -1.2581 -0.5439 0.9 -0.2 0.3 -0.1581
H -2.8362 0.4125 0.7501 0.1 -0.1 0.1 0.0769
H -1.9141 -0.9618 1.3683 0.1 0.1 -0.1 0.0834
H -1.1413 0.6219 1.2354 -0.2 -0.1 0.0 0.0591
H -2.2438 -0.5104 -1.3724 0.2 0.1 0.1 0.1016
H -0.1114 -0.1498 -2.2671 0.1 0.0 0.2 0.1261
H 1.5636 1.2875 -1.4891 -0.1 0.1 0.1 0.0992
H 0.1164 2.1341 -0.8346 0.1 -0.1 0.1 0.1016
H 2.4193 0.9470 0.7589 -0.1 0.0 -0.1 0.0553
H 0.8589 1.6147 1.4592 0.1 -0.2 -0.1 0.0579
H 0.5147 -0.7451 1.5623 0.1 0.1 -0.1 0.0433
H 1.6694 -2.0663 1.0396 -0.2 0.1 0.0 0.0627
H 0.8041 -2.0702 -1.2194 0.1 0.1 0.1 0.1062
```
Forces are in eV/Å.

---

Entry 3:
Density functional theory data (wB97M-V/def2-TZVPD) for a cluster of 2 separate species, C19H19FNO4S in total.

Total charge = -1
Orbital gap = 3.7 eV
Electronic energy = -1589.16924 a.u.
HOMO energy = -2.22 eV
2S+1 = 1
ΔE to the lowest compared entry with this formula, charge and spin = 0.0 kcal/mol

Geometry as XYZ:
```
45
Properties=species:S:1:pos:R:3:forces:R:3:lowdin_charge:R:1
F -4.4131 1.0434 -2.8949 1.5 -0.2 -0.5 -0.2055
S -2.8742 1.2622 -3.4184 -1.1 1.9 0.5 0.6734
C -2.1502 -0.2053 -2.8449 0.6 -0.5 0.1 -0.1465
C -0.8395 -0.4395 -3.0618 -0.9 0.6 -0.3 -0.0528
C -0.0982 -1.6283 -2.6799 0.6 -1.4 0.6 -0.2073
C 1.2779 -1.7413 -3.0037 -0.7 0.3 0.1 -0.0278
C 2.0215 -2.8520 -2.6235 -0.3 -0.3 0.2 -0.0771
C 1.4065 -3.8995 -1.9175 -0.1 0.5 -0.3 -0.0769
C 0.0403 -3.8249 -1.6178 0.0 0.2 -0.1 -0.0746
C -0.7125 -2.7077 -1.9931 0.7 0.3 -0.3 -0.0131
O -2.9783 1.3287 -4.8443 0.2 -0.4 0.6 -0.2674
O -2.4231 2.4115 -2.6790 -0.2 -1.2 -0.9 -0.2586
H -2.8295 -0.8462 -2.2876 0.2 0.1 -0.2 0.0991
H -0.2505 0.3122 -3.5943 -0.2 -0.1 0.1 0.1299
H 1.7404 -0.9285 -3.5667 0.0 -0.2 0.2 0.1140
H 3.0800 -2.9098 -2.8739 -0.3 0.0 0.1 0.1038
H 1.9962 -4.7648 -1.6126 -0.2 0.2 -0.1 0.1022
H -0.4382 -4.6487 -1.0873 0.1 0.3 -0.1 0.1034
H -1.7760 -2.6484 -1.7747 0.2 -0.1 0.1 0.1052
C -4.7417 2.7897 0.0152 -0.2 0.1 0.2 -0.0867
C -3.2806 3.0709 0.2801 0.4 -0.3 0.0 -0.2463
O -2.7367 1.9991 1.0823 -0.8 0.8 -0.6 -0.0579
C -1.4379 2.1774 1.4452 1.7 -1.5 1.4 -0.5308
C -0.9084 0.9354 2.0474 -2.4 0.8 -0.7 -0.1739
N 0.3506 0.8455 2.2744 2.0 0.6 0.2 0.0035
C 1.0728 -0.1939 2.5631 -0.4 -0.8 0.1 -0.2090
C 2.4884 -0.1380 2.8399 -0.4 0.1 -0.3 -0.2398
C 3.2410 -1.3341 2.7686 0.2 0.4 0.2 -0.0849
C 4.6033 -1.3252 3.0286 -0.1 0.4 0.1 -0.1369
C 5.2378 -0.1240 3.3797 0.1 0.0 0.0 -0.1527
C 4.5044 1.0698 3.4504 -0.4 -0.4 -0.3 -0.1219
C 3.1357 1.0740 3.1630 0.7 -0.2 0.2 -0.0503
O -0.8002 3.2018 1.2845 -0.7 0.3 -0.5 0.0331
H -5.0747 3.4202 -0.8126 -0.1 0.0 0.0 0.0721
H -4.9184 1.7435 -0.2510 0.1 0.1 0.0 0.0665
H -5.3496 3.0365 0.8905 0.0 -0.1 -0.1 0.0679
H -2.7370 3.0876 -0.6764 -0.1 0.2 0.6 0.0859
H -3.1452 4.0233 0.8123 0.0 -0.2 -0.3 0.1207
H -1.6598 0.1653 2.2744 0.3 -0.2 -0.3 0.0880
H 0.6185 -1.2007 2.5394 0.1 0.1 0.1 0.0906
H 2.7208 -2.2525 2.4951 0.1 0.1 0.1 0.0916
H 5.1715 -2.2523 2.9587 0.0 0.2 0.0 0.0836
H 6.3061 -0.1247 3.5956 -0.2 0.0 0.0 0.0749
H 5.0044 1.9966 3.7316 -0.1 -0.2 -0.1 0.0860
H 2.5553 1.9960 3.1962 0.1 -0.3 0.0 0.1034
```
Forces are in eV/Å.

---

Entry 4:
Density functional theory data (wB97M-V/def2-TZVPD) for the molecule C3H6P2.

Total charge = 0
Orbital gap = 8.3 eV
SMILES = [H]/P=C(\C)P=C
Electronic energy = -800.51094 a.u.
HOMO energy = -8.74 eV
2S+1 = 1
ΔE to the lowest compared entry with this formula, charge and spin = 32.8 kcal/mol

Geometry as XYZ:
```
11
Properties=species:S:1:pos:R:3:forces:R:3:lowdin_charge:R:1
C -0.0867 -0.1044 0.4325 2.1 -2.4 -0.6 -0.9830
C 2.5615 -0.9194 0.3573 1.1 1.5 -0.7 -0.4031
C -0.7827 1.0022 1.0445 -2.7 0.1 0.3 -0.2569
P 1.5980 0.3268 -0.1839 -0.2 -0.9 -0.2 0.8174
P -0.5347 -1.7633 0.3040 -1.0 2.0 0.1 0.7855
H 3.6055 -0.8529 -0.0134 -0.7 -0.2 0.3 -0.0132
H 2.4088 -1.5657 1.1874 -0.5 -0.7 0.2 -0.0285
H -1.4200 1.5528 0.3325 -0.2 -0.4 0.1 0.0896
H -0.2492 1.7917 1.5075 1.2 0.4 0.5 0.0475
H -1.3846 0.4855 1.8021 -0.5 0.9 0.0 0.0615
H -1.9494 -1.5597 0.7659 1.2 -0.3 -0.1 -0.1168
```
Forces are in eV/Å.

---

Entry 5:
Density functional theory data (wB97M-V/def2-TZVPD) for the ion C4H13N2S with charge +1.

Total charge = +1
Orbital gap = 8.8 eV
SMILES = [NH3+]CCNCCS
Electronic energy = -667.64151 a.u.
HOMO energy = -12.06 eV
2S+1 = 1
ΔE to the lowest compared entry with this formula, charge and spin = 24.0 kcal/mol

Geometry as XYZ:
```
20
Properties=species:S:1:pos:R:3:forces:R:3:lowdin_charge:R:1
C -0.1870 1.1279 0.2890 -0.3 -0.4 -1.0 -0.1576
N -0.3757 -0.2999 0.6197 0.6 0.9 1.0 -0.1024
C 0.5719 -1.2172 -0.0143 -0.3 -0.7 0.3 -0.3076
C 2.0498 -0.8642 0.1008 -0.1 -0.6 0.0 -0.5495
S 2.9190 -2.4680 0.0520 0.1 0.0 0.0 0.7417
C -1.3363 1.5539 -0.6570 -0.5 -0.6 0.7 -0.0863
N -2.5164 0.6770 -0.2795 0.0 -0.2 -0.4 0.1567
H 0.7452 1.2483 -0.2374 0.4 0.4 -0.1 0.1104
H -0.1816 1.7917 1.1453 0.0 -0.2 0.3 0.1315
H -0.1931 -0.3830 1.6105 -0.3 -0.1 0.2 0.1301
H 0.2364 -1.4260 -1.0084 0.1 0.1 -0.9 0.1146
H 0.4121 -2.1700 0.4962 0.0 0.0 0.1 0.1021
H 2.4228 -0.2300 -0.6959 -0.1 0.2 0.0 0.0706
H 2.2052 -0.4165 1.0752 0.2 0.3 0.1 0.0778
H 4.1564 -2.0132 0.2919 0.0 0.1 -0.1 -0.1311
H -1.1724 1.3126 -1.6990 0.3 0.2 -0.1 0.1294
H -1.5748 2.5895 -0.5065 -0.2 0.4 -0.3 0.1237
H -2.9197 0.2707 -1.1137 -0.4 0.0 -0.1 0.1570
H -3.2636 1.0252 0.3166 0.2 0.4 -0.1 0.1689
H -1.9983 -0.1088 0.2144 0.2 -0.3 0.2 0.1201
```
Forces are in eV/Å.

---

Entry 6:
Density functional theory data (wB97M-V/def2-TZVPD) for a cluster of 2 separate species, CH4N2O2 in total.

Total charge = 0
Orbital gap (spin up / spin down) = 9.4 / 7.9 eV
Electronic energy = -300.26389 a.u.
HOMO energy (spin up / spin down) = -9.65 / -8.53 eV
2S+1 = 1
ΔE to the lowest compared entry with this formula, charge and spin = 140.4 kcal/mol

Geometry as XYZ:
```
9
Properties=species:S:1:pos:R:3:forces:R:3:lowdin_charge:R:1
C -1.4403 0.1887 -0.0304 1.8 1.0 0.1 -0.2570
N 2.1890 -0.7539 0.0038 2.6 2.5 0.0 0.2135
N 1.4120 0.1446 -0.0031 -3.1 -4.3 0.2 -0.2255
O 1.1554 1.2679 0.0408 1.0 1.7 0.0 0.1304
O -0.5280 -0.8172 -0.0383 0.8 -0.7 1.0 -0.1801
H -1.7203 0.3359 -1.0379 -0.8 1.0 -1.1 0.0622
H -0.8736 1.0452 0.4021 0.1 0.6 -0.8 0.0763
H -2.2672 0.3363 0.6463 -0.8 -1.5 0.7 0.0736
H 2.0729 -1.7475 0.0167 -1.6 -0.3 -0.1 0.1066
```
Forces are in eV/Å.